The following is a DFT calculation (ωB97M-V with the def2-TZVPD basis set) of a molecular structure, C35H43ClMnN2Si2.

Summary:
HOMO energy (alpha / beta), eV: -5.27 / -5.88
Frontier orbital gap (alpha / beta), eV: 5.71 / 6.30
Multiplicity: 6
Charge: 0
ΔE to the lowest compared entry with this formula, charge and spin, kJ/mol: 0.0
Maximum force, eV/A: 4.2
⟨S²⟩: 8.757
Lowest unoccupied orbital energy (alpha / beta), eV: 0.436 / 0.414

Atoms and positions in Å:
C: -1.617 -0.755 4.835
C: -2.336 -0.231 3.706
C: -2.228 -1.176 2.640
H: -2.953 0.666 3.696
C: -1.443 -2.280 3.096
C: -1.085 -2.037 4.459
H: -0.632 -2.762 5.131
H: -1.598 -0.338 5.840
H: -2.720 -1.106 1.673
H: -1.236 -3.190 2.538
Mn: -0.220 -0.393 3.171
Si: 0.804 -0.107 -3.342
C: 0.818 1.457 -4.346
C: 1.899 1.847 -5.156
H: 2.838 1.290 -5.106
C: 1.765 2.912 -6.053
H: 2.605 3.194 -6.694
C: 0.553 3.606 -6.136
H: 0.454 4.446 -6.824
C: -0.529 3.224 -5.335
H: -1.487 3.745 -5.392
C: -0.394 2.160 -4.443
H: -1.247 1.852 -3.835
C: 1.053 -1.479 -4.560
C: 0.256 -1.513 -5.714
H: -0.371 -0.650 -5.943
C: 0.229 -2.644 -6.537
H: -0.389 -2.652 -7.440
C: 1.001 -3.758 -6.195
H: 0.945 -4.664 -6.806
C: 1.855 -3.705 -5.086
H: 2.512 -4.547 -4.861
C: 1.862 -2.576 -4.255
H: 2.468 -2.533 -3.348
H: -0.579 -0.383 -2.979
Si: 0.170 0.038 0.233
C: -0.526 -1.587 -0.424
C: -1.779 -1.657 -1.084
H: -2.326 -0.744 -1.340
C: -2.383 -2.886 -1.362
H: -3.356 -2.915 -1.864
C: -1.805 -4.084 -0.933
H: -2.324 -5.037 -1.069
C: -0.571 -4.029 -0.274
H: -0.124 -4.953 0.099
C: 0.065 -2.812 -0.036
H: 0.999 -2.818 0.529
C: -0.977 1.437 -0.204
C: -2.305 1.537 0.282
H: -2.700 0.823 1.012
C: -3.138 2.578 -0.133
H: -4.135 2.658 0.302
C: -2.688 3.537 -1.051
H: -3.335 4.357 -1.365
C: -1.378 3.454 -1.534
H: -1.007 4.201 -2.238
C: -0.531 2.435 -1.097
H: 0.500 2.405 -1.458
H: 1.629 -0.152 -2.096
Cl: 2.202 0.557 0.184
C: 0.212 2.763 2.758
N: 0.240 1.798 3.881
C: -0.708 2.282 4.912
C: 1.615 1.778 4.479
C: 1.866 0.475 5.213
N: 1.771 -0.689 4.288
C: 2.879 -0.681 3.310
C: 1.913 -1.912 5.093
H: -0.788 2.769 2.297
H: 0.461 3.776 3.123
H: 0.950 2.465 1.999
H: -0.405 3.287 5.254
H: -1.723 2.342 4.495
H: -0.706 1.623 5.790
H: 2.346 1.933 3.674
H: 1.682 2.616 5.202
H: 2.883 0.516 5.651
H: 1.128 0.339 6.021
H: 3.847 -0.683 3.838
H: 2.808 -1.575 2.678
H: 2.829 0.190 2.655
H: 1.184 -1.913 5.907
H: 1.762 -2.800 4.470
H: 2.922 -1.957 5.533

Here are the Löwdin charges for atoms 1 to 6, given in e: C -0.199; C -0.200; C -0.205; H 0.103; C -0.165; C -0.187

The following is a DFT calculation (ωB97M-V with the def2-TZVPD basis set) of C4H8O3 in the gas phase.

Summary:
HOMO energy, eV: -10.28
Frontier orbital gap, eV: 11.04
Charge: 0
ΔE to the lowest compared entry with this formula, charge and spin, kJ/mol: 137.8
Maximum force, eV/A: 0.5
Lowest unoccupied orbital energy, eV: 0.757
SMILES: O=C(CO)CCO

Atoms and positions in Å:
O: 1.368 -1.609 0.114
C: 0.536 -1.316 -0.993
C: 0.347 0.196 -1.157
C: -0.343 0.716 0.062
O: -1.407 0.244 0.430
C: 0.353 1.655 1.010
O: -0.552 2.028 1.993
H: 0.811 -1.714 0.894
H: -0.450 -1.788 -0.886
H: 1.028 -1.719 -1.881
H: -0.305 0.408 -2.011
H: 1.311 0.693 -1.309
H: 1.154 0.975 1.365
H: 0.857 2.517 0.549
H: -1.289 1.399 1.827

Here are the natural (NBO) charges for atoms 1 to 6, given in e: O -0.721; C -0.053; C -0.535; C 0.583; O -0.585; C -0.169

The following is a DFT calculation (ωB97M-V with the def2-TZVPD basis set) of a molecular structure, C23H21F3N4O7OsP.

Summary:
HOMO energy, eV: -10.60
Frontier orbital gap, eV: 6.71
Charge: +1
ΔE to the lowest compared entry with this formula, charge and spin, kJ/mol: 7.0
Maximum force, eV/A: 0.7
Lowest unoccupied orbital energy, eV: -3.891

Atoms and positions in Å:
Os: 0.098 -0.163 0.311
O: 4.038 1.188 0.225
C: 3.015 0.536 0.238
N: 1.837 0.834 0.818
C: 1.752 1.875 1.778
C: 2.808 2.402 2.511
C: 2.528 3.384 3.449
C: 1.228 3.832 3.641
C: 0.183 3.319 2.890
C: 0.466 2.332 1.952
N: -0.457 1.685 1.100
C: -1.620 2.298 0.783
O: -1.963 3.429 1.058
C: -2.540 1.351 0.114
C: -3.818 1.743 -0.231
C: -4.680 0.803 -0.756
C: -4.219 -0.499 -0.886
C: -2.924 -0.809 -0.536
N: -2.061 0.115 -0.055
C: 2.969 -0.853 -0.291
C: 4.099 -1.481 -0.770
C: 4.020 -2.821 -1.097
C: 2.809 -3.474 -0.910
C: 1.717 -2.771 -0.452
N: 1.783 -1.458 -0.153
H: 3.817 2.061 2.346
H: 3.336 3.805 4.033
H: 1.022 4.594 4.380
H: -0.822 3.681 3.027
H: -4.090 2.775 -0.062
H: -5.690 1.067 -1.039
H: -4.857 -1.286 -1.260
H: -2.573 -1.819 -0.625
H: 5.005 -0.898 -0.857
H: 4.883 -3.354 -1.471
H: 2.700 -4.527 -1.124
H: 0.766 -3.257 -0.326
F: -1.757 -2.008 -3.501
C: -0.504 -1.545 -3.453
F: 0.335 -2.576 -3.601
F: -0.315 -0.684 -4.431
C: -0.255 -0.905 -2.080
O: 0.227 0.224 -1.937
O: -0.545 -1.613 -1.044
C: -1.008 -3.501 1.705
O: -1.402 -2.231 2.254
P: -0.355 -1.022 2.338
O: 0.795 -1.636 3.228
C: 2.175 -1.227 3.272
O: -1.083 -0.044 3.333
C: -2.498 0.166 3.451
H: -1.639 -4.251 2.172
H: 0.033 -3.717 1.940
H: -1.174 -3.502 0.627
H: 2.678 -1.952 3.904
H: 2.252 -0.233 3.710
H: 2.612 -1.242 2.277
H: -2.630 1.193 3.779
H: -2.898 -0.523 4.191
H: -3.005 0.011 2.499

Here are the natural (NBO) charges for atoms 1 to 6, given in e: Os 0.987; O -0.563; C 0.615; N -0.580; C 0.076; C -0.216

The following is a DFT calculation (ωB97M-V with the def2-TZVPD basis set) of a molecular structure, C42H40BiN2O7P2.

Summary:
HOMO energy, eV: -10.72
Frontier orbital gap, eV: 7.80
Charge: +1
ΔE to the lowest compared entry with this formula, charge and spin, kJ/mol: 10.5
Maximum force, eV/A: 0.6
Lowest unoccupied orbital energy, eV: -2.917

Atoms and positions in Å:
Bi: -0.687 0.191 -0.834
C: 0.573 1.437 2.734
C: -0.528 0.458 2.534
N: -0.956 -0.079 1.398
C: -2.023 -0.911 1.692
C: -2.223 -0.894 3.031
N: -1.278 -0.034 3.530
C: -3.145 -1.559 3.996
O: -4.084 -2.324 3.500
O: -2.973 -1.348 5.172
C: -2.775 -1.576 0.595
O: -3.730 -2.304 0.859
O: -2.325 -1.334 -0.585
H: 0.814 1.931 1.798
H: 1.474 0.945 3.108
H: 0.269 2.189 3.464
H: -1.200 0.165 4.519
H: -4.042 -2.356 2.497
C: -6.800 3.695 -0.539
O: -5.795 4.697 -0.704
C: -4.519 4.314 -0.681
C: -3.572 5.356 -0.842
C: -2.254 5.049 -0.865
C: -1.773 3.715 -0.704
C: -0.370 3.470 -0.742
C: 0.589 4.555 -1.174
O: 0.170 2.374 -0.424
C: -2.738 2.678 -0.522
O: -2.449 1.413 -0.347
C: -4.105 3.010 -0.520
H: -7.749 4.218 -0.556
H: -6.685 3.178 0.415
H: -6.761 2.973 -1.356
H: -3.926 6.374 -0.940
H: -1.542 5.856 -0.973
H: 0.214 5.090 -2.045
H: 1.546 4.100 -1.420
H: 0.739 5.277 -0.367
H: -4.801 2.191 -0.397
C: 3.230 -2.668 -0.204
C: 3.572 -1.284 -0.777
P: 2.420 0.149 -0.467
C: 2.807 1.118 -1.990
C: 2.011 0.939 -3.123
C: 2.280 1.616 -4.306
C: 3.360 2.482 -4.375
C: 4.183 2.642 -3.268
C: 3.913 1.962 -2.087
C: 3.267 1.046 0.880
C: 3.176 2.430 1.026
C: 3.728 3.058 2.134
C: 4.361 2.311 3.121
C: 4.439 0.932 2.995
C: 3.892 0.303 1.883
C: 2.111 -3.400 -0.958
P: 0.412 -2.716 -0.657
C: 0.109 -3.445 0.996
C: -0.367 -4.739 1.209
C: -0.577 -5.205 2.502
C: -0.297 -4.396 3.595
C: 0.225 -3.125 3.396
C: 0.418 -2.653 2.106
C: -0.590 -3.620 -1.893
C: -0.091 -3.652 -3.198
C: -0.832 -4.208 -4.234
C: -2.096 -4.717 -3.982
C: -2.620 -4.650 -2.699
C: -1.879 -4.100 -1.662
H: 2.989 -2.613 0.862
H: 4.130 -3.279 -0.280
H: 3.649 -1.361 -1.862
H: 4.545 -0.953 -0.413
H: 1.189 0.229 -3.115
H: 1.649 1.461 -5.172
H: 3.570 3.018 -5.292
H: 5.045 3.296 -3.324
H: 4.572 2.093 -1.238
H: 2.665 3.015 0.272
H: 3.665 4.136 2.227
H: 4.798 2.803 3.981
H: 4.927 0.342 3.761
H: 3.965 -0.776 1.800
H: 2.058 -4.441 -0.644
H: 2.326 -3.383 -2.026
H: -0.563 -5.394 0.371
H: -0.962 -6.206 2.653
H: -0.479 -4.756 4.600
H: 0.475 -2.502 4.247
H: 0.811 -1.652 1.953
H: 0.887 -3.238 -3.422
H: -0.418 -4.241 -5.234
H: -2.678 -5.151 -4.787
H: -3.620 -5.013 -2.499
H: -2.335 -4.025 -0.684

Here are the Löwdin charges for atoms 1 to 6, given in e: Bi 1.827; C 0.035; C -0.304; N -0.006; C -0.138; C -0.062

The following is a DFT calculation (ωB97M-V with the def2-TZVPD basis set) of a molecular structure, C18H41FeN2OP3S.

Summary:
HOMO energy (alpha / beta), eV: -14.84 / -14.84
Frontier orbital gap (alpha / beta), eV: 4.64 / 1.99
Multiplicity: 6
Charge: +3
ΔE to the lowest compared entry with this formula, charge and spin, kJ/mol: 137.7
Maximum force, eV/A: 4.8
⟨S²⟩: 8.781
Lowest unoccupied orbital energy (alpha / beta), eV: -10.195 / -12.844

Atoms and positions in Å:
Fe: 0.022 -0.094 1.099
P: 0.386 -1.986 0.058
P: 2.227 -0.157 1.936
P: -2.191 0.386 0.514
H: 1.646 1.702 -0.116
C: 0.579 1.716 0.133
C: 0.165 2.053 1.468
H: 0.914 2.383 2.192
C: 1.232 -1.543 -1.513
C: 1.409 -3.390 0.644
C: -1.103 -2.933 -0.434
C: 2.857 1.235 2.964
C: 2.747 -1.507 3.073
C: 3.551 -0.213 0.653
C: -3.022 1.997 0.862
C: -3.511 -0.781 1.035
C: -2.408 0.438 -1.298
H: -0.091 1.909 -0.710
H: -0.816 2.510 1.660
H: 1.100 -2.380 -2.215
H: 2.300 -1.353 -1.341
H: 0.775 -0.616 -1.887
H: 1.279 -4.239 -0.046
H: 1.069 -3.683 1.646
H: 2.473 -3.130 0.685
H: -0.780 -3.845 -0.961
H: -1.772 -2.351 -1.080
H: -1.655 -3.213 0.474
H: 3.827 0.949 3.398
H: 2.147 1.475 3.769
H: 3.004 2.112 2.324
H: 3.823 -1.389 3.257
H: 2.582 -2.493 2.638
H: 2.212 -1.469 4.031
H: 4.517 -0.027 1.144
H: 3.384 0.572 -0.095
H: 3.593 -1.180 0.140
H: -4.006 2.006 0.367
H: -2.421 2.822 0.461
H: -3.154 2.130 1.943
H: -4.456 -0.480 0.557
H: -3.626 -0.744 2.126
H: -3.274 -1.811 0.744
H: -3.370 0.896 -1.557
H: -2.340 -0.559 -1.741
H: -1.603 1.037 -1.731
C: -0.822 0.698 -4.440
C: -0.048 0.363 -5.567
C: -0.061 1.228 -6.660
C: -0.846 2.391 -6.656
C: -1.627 2.690 -5.532
C: -1.650 1.835 -4.420
O: -0.701 -0.055 -3.298
H: -0.293 -0.945 -3.460
H: 0.564 -0.544 -5.559
H: 0.556 0.986 -7.520
H: -0.866 3.062 -7.520
H: -2.224 3.607 -5.518
H: -2.293 2.044 -3.559
N: 0.433 -1.000 5.333
C: -0.109 -0.158 4.428
N: 0.017 1.173 4.611
S: -0.861 -0.818 3.025
H: 0.724 -0.662 6.249
H: 0.196 -1.982 5.257
H: -0.501 1.794 3.990
H: 0.191 1.530 5.548

Here are the natural (NBO) charges for atoms 1 to 6, given in e: Fe 0.995; P 0.867; P 0.789; P 0.791; H 0.264; C -0.503

The following is a DFT calculation (ωB97M-V with the def2-TZVPD basis set) of C3H6O in the gas phase.

Summary:
HOMO energy, eV: -8.76
Frontier orbital gap, eV: 9.85
Charge: 0
ΔE to the lowest compared entry with this formula, charge and spin, kJ/mol: 164.7
Maximum force, eV/A: 3.1
Lowest unoccupied orbital energy, eV: 1.099
SMILES: C=COC

Atoms and positions in Å:
C: -1.650 -0.048 0.004
C: 0.679 0.173 -0.085
C: 1.968 -0.217 -0.020
H: -2.067 -0.308 0.955
H: -1.552 1.054 -0.119
H: -2.449 -0.362 -0.737
H: 0.363 1.263 -0.037
H: 2.805 0.454 0.056
H: 2.236 -1.240 0.068
O: -0.332 -0.770 -0.085

Here are the natural (NBO) charges for atoms 1 to 6, given in e: C -0.262; C 0.133; C -0.504; H 0.189; H 0.182; H 0.193

The following is a DFT calculation (ωB97M-V with the def2-TZVPD basis set) of a gas-phase ion, C10H20N3 (charge +1).

Summary:
HOMO energy (alpha / beta), eV: -10.88 / -10.87
Frontier orbital gap (alpha / beta), eV: 7.52 / 7.52
Charge: +1
ΔE to the lowest compared entry with this formula, charge and spin, kJ/mol: 691.7
Maximum force, eV/A: 5.6
Lowest unoccupied orbital energy (alpha / beta), eV: -3.357 / -3.357

Atoms and positions in Å:
C: -1.413 0.808 -0.129
C: 2.987 -1.487 -0.498
C: 0.608 2.271 -0.204
C: 1.407 -1.306 -0.183
C: 3.566 -0.297 0.326
C: 1.985 1.601 -0.447
C: -2.143 -0.755 1.450
C: -2.493 -1.153 -1.168
C: -3.749 0.706 0.127
C: -2.496 -0.156 0.074
N: -0.313 1.156 -0.024
N: 1.256 -0.314 0.832
N: 2.332 0.575 0.633
H: 3.463 -2.330 -0.131
H: 3.130 -1.417 -1.507
H: 0.361 2.796 0.740
H: 0.436 2.791 -1.046
H: 0.974 -1.247 -1.188
H: 0.950 -2.288 0.370
H: 3.768 -0.597 1.253
H: 4.317 0.148 -0.216
H: 1.982 1.136 -1.336
H: 2.600 2.473 -0.630
H: -2.731 -0.154 2.285
H: -2.319 -1.874 1.366
H: -1.095 -0.676 1.589
H: -3.182 -1.919 -0.779
H: -1.468 -1.552 -1.556
H: -2.915 -0.801 -2.114
H: -3.766 1.262 -0.695
H: -3.723 1.327 0.937
H: -4.713 0.090 0.348
H: 2.397 1.178 1.519

Here are the natural (NBO) charges for atoms 1 to 6, given in e: C 0.602; C -0.424; C -0.228; C -0.274; C -0.207; C -0.237

The following is a DFT calculation (ωB97M-V with the def2-TZVPD basis set) of 2 unconnected molecules or ions with the total composition C3H5NO2.

Summary:
HOMO energy, eV: -8.53
Frontier orbital gap, eV: 9.18
Charge: 0
ΔE to the lowest compared entry with this formula, charge and spin, kJ/mol: 32.8
Maximum force, eV/A: 0.8
Lowest unoccupied orbital energy, eV: 0.646
SMILES: O=C=O.C=CN

Atoms and positions in Å:
N: -0.631 0.899 -1.302
C: 0.498 0.173 -0.937
C: 1.270 0.397 0.131
O: -0.071 -1.846 2.153
C: -0.904 -1.217 1.638
O: -1.773 -0.608 1.149
H: -1.032 1.438 -0.545
H: -1.345 0.358 -1.770
H: 0.766 -0.606 -1.649
H: 2.180 -0.171 0.285
H: 1.041 1.182 0.849

Here are the natural (NBO) charges for atoms 1 to 6, given in e: N -0.807; C 0.012; C -0.544; O -0.510; C 1.039; O -0.536

The following is a DFT calculation (ωB97M-V with the def2-TZVPD basis set) of a molecular structure, C19H43OP3SSeSm.

Summary:
HOMO energy (alpha / beta), eV: -16.35 / -16.35
Frontier orbital gap (alpha / beta), eV: 5.38 / 6.19
Multiplicity: 6
Charge: +3
Maximum force, eV/A: 2.8
⟨S²⟩: 8.772
Lowest unoccupied orbital energy (alpha / beta), eV: -10.978 / -10.160

Atoms and positions in Å:
Sm: -1.369 -0.023 -0.263
P: 0.254 0.836 2.331
P: 0.477 2.366 -0.655
P: -0.527 -2.386 1.115
H: -0.390 -1.146 -6.095
C: -1.238 -1.590 -5.587
C: -1.652 -1.395 -4.310
H: -1.203 -0.738 -3.522
C: 2.022 0.502 2.838
C: 0.354 2.476 3.164
C: -0.375 0.038 3.855
C: 0.940 3.003 -2.266
C: -0.572 3.713 -0.061
C: 1.999 2.974 0.174
C: -0.274 -3.676 -0.145
C: -1.474 -3.362 2.313
C: 1.097 -2.606 1.936
H: -1.775 -2.310 -6.247
H: -2.621 -1.850 -3.997
H: 2.077 0.867 3.872
H: 2.739 1.061 2.222
H: 2.259 -0.565 2.844
H: 0.836 2.267 4.122
H: -0.652 2.851 3.358
H: 0.937 3.226 2.628
H: -0.022 0.690 4.664
H: 0.020 -0.970 4.026
H: -1.470 0.018 3.838
H: 1.687 3.791 -2.087
H: 0.095 3.498 -2.756
H: 1.306 2.215 -2.928
H: -0.164 4.571 -0.612
H: -0.505 3.933 1.016
H: -1.628 3.560 -0.307
H: 2.127 3.985 -0.243
H: 2.871 2.373 -0.096
H: 1.983 3.040 1.264
H: 0.158 -4.504 0.428
H: 0.375 -3.312 -0.933
H: -1.226 -3.960 -0.594
H: -1.275 -4.423 2.113
H: -2.527 -3.125 2.188
H: -1.186 -3.116 3.340
H: 1.308 -3.685 1.927
H: 1.096 -2.232 2.967
H: 1.845 -2.045 1.372
C: 2.763 -1.229 -2.000
C: 2.285 -1.206 -3.304
C: 2.784 -2.099 -4.227
C: 3.896 -2.864 -3.892
C: 4.448 -2.832 -2.585
C: 3.855 -2.012 -1.631
Se: 1.764 -0.081 -0.764
H: 0.434 0.234 -1.721
H: 1.533 -0.530 -3.649
H: 2.260 -2.100 -5.206
H: 4.386 -3.482 -4.649
H: 5.324 -3.415 -2.275
H: 4.293 -1.983 -0.629
C: -4.579 0.953 2.395
S: -3.665 2.182 1.494
C: -5.094 2.938 0.701
O: -3.044 1.223 0.361
H: -5.610 0.914 2.004
H: -4.514 1.346 3.418
H: -4.152 -0.053 2.331
H: -5.287 3.887 1.207
H: -4.908 3.145 -0.337
H: -5.911 2.228 0.748

Here are the Löwdin charges for atoms 1 to 6, given in e: Sm 1.279; P 0.743; P 0.549; P 0.666; H 0.053; C -0.028

What is the maximum force in the second record?
0.5 eV/A